Entry 1:
{
  "formula": "C6H16N2",
  "method": "wB97M-V/def2-TZVPD",
  "elements": ["C", "C", "C", "N", "C", "C", "C", "N", "H", "H", "H", "H", "H", "H", "H", "H", "H", "H", "H", "H", "H", "H", "H", "H"],
  "positions_angstrom": [[-1.215, -3.190, 1.183], [-1.245, -2.260, -0.050], [0.081, -1.373, -0.070], [-0.197, 0.041, -0.364], [-0.260, 0.215, -1.795], [0.734, 0.907, 0.339], [0.465, 2.422, 0.066], [1.614, 3.174, 0.619], [-1.522, -4.198, 0.894], [-1.827, -2.784, 1.983], [-0.246, -3.351, 1.673], [-1.200, -2.823, -0.979], [-2.136, -1.638, -0.015], [0.658, -1.513, 0.833], [0.559, -1.791, -0.971], [-0.891, -0.540, -2.259], [-0.609, 1.199, -2.095], [0.684, 0.058, -2.372], [0.450, 0.799, 1.375], [1.795, 0.816, 0.074], [-0.468, 2.806, 0.495], [0.406, 2.626, -0.998], [1.734, 4.047, 0.110], [1.386, 3.490, 1.553]],
  "mulliken_charge": [-1.200, -0.363, -0.838, 0.071, -1.156, -0.686, -0.605, -0.631, 0.327, 0.302, 0.347, 0.345, 0.310, 0.532, 0.297, 0.358, 0.330, 0.385, 0.393, 0.299, 0.268, 0.451, 0.222, 0.242],
  "total_energy_ev": -9460.460,
  "smiles": "CCCN(C)CCN",
  "multiplicity": 1,
  "total_charge": 0,
  "e_lumo_ha": 0.0399
}



Entry 2:
{
  "formula": "C6H16N2",
  "method": "wB97M-V/def2-TZVPD",
  "elements": ["C", "C", "N", "C", "C", "C", "N", "C", "H", "H", "H", "H", "H", "H", "H", "H", "H", "H", "H", "H", "H", "H", "H", "H"],
  "positions_angstrom": [[-2.233, -0.792, -2.646], [-2.047, -0.240, -1.232], [-0.602, 0.029, -0.811], [0.491, -0.356, -1.866], [-0.286, -0.449, 0.544], [0.476, 0.795, 1.363], [1.333, 0.323, 2.465], [2.677, 0.756, 2.311], [-3.343, -0.836, -2.997], [-1.603, -0.067, -3.212], [-1.904, -1.876, -2.588], [-2.612, 0.707, -1.041], [-2.397, -0.917, -0.399], [0.654, -1.397, -1.724], [-0.032, 0.066, -2.788], [1.441, -0.141, -1.359], [0.425, -1.420, 0.397], [-1.307, -0.734, 1.017], [1.064, 1.290, 0.490], [-0.388, 1.444, 1.713], [0.932, 0.706, 3.362], [2.981, 1.355, 1.489], [3.308, -0.209, 2.115], [3.181, 1.284, 3.102]],
  "mulliken_charge": [-1.088, -0.285, -0.023, -1.062, -0.506, -0.455, -0.300, -0.860, 0.327, 0.299, 0.258, 0.271, 0.271, 0.395, 0.195, 0.400, 0.162, 0.389, 0.232, 0.226, 0.265, 0.310, 0.228, 0.348],
  "total_energy_ev": -9457.932,
  "smiles": "CCN(C)CCNC",
  "multiplicity": 1,
  "total_charge": 0,
  "e_lumo_ha": 0.0390
}



Entry 3:
{
  "formula": "C6H16N2",
  "method": "wB97M-V/def2-TZVPD",
  "elements": ["C", "N", "C", "C", "C", "C", "C", "N", "H", "H", "H", "H", "H", "H", "H", "H", "H", "H", "H", "H", "H", "H", "H", "H"],
  "positions_angstrom": [[-2.552, -0.814, -0.649], [-1.322, -0.032, -0.938], [-0.249, -0.460, 0.028], [1.119, -0.334, -0.584], [2.219, -0.997, 0.240], [1.455, 1.035, -1.191], [-0.438, 0.356, 1.325], [-0.643, 1.940, 0.935], [-3.324, -0.628, -1.397], [-2.984, -0.633, 0.362], [-2.307, -1.871, -0.729], [-1.520, 0.874, -0.513], [-0.403, -1.527, 0.303], [1.052, -0.970, -1.484], [1.851, -2.010, 0.463], [3.194, -1.064, -0.230], [2.323, -0.516, 1.220], [1.442, 1.843, -0.468], [0.799, 1.298, -2.029], [2.467, 0.897, -1.597], [-1.441, 0.074, 1.664], [0.143, -0.140, 2.135], [0.273, 1.410, 1.378], [-1.152, 2.269, 1.756]],
  "mulliken_charge": [-0.863, -0.468, 0.186, 0.233, -1.461, -1.466, -1.148, -0.679, 0.322, 0.248, 0.325, 0.453, 0.597, 0.193, 0.364, 0.412, 0.292, 0.311, 0.322, 0.429, 0.484, 0.443, 0.234, 0.237],
  "total_energy_ev": -9457.988,
  "multiplicity": 1,
  "total_charge": 0,
  "e_lumo_ha": 0.0303
}